Entry 1:
Here is a structure of composition C36H37BrFFeN3O6S in a non-equilibrium geometry from OMol25. Energies are from wB97M-V/def2-TZVPD.

* Kohn-Sham gap (spin up / spin down): 7.17 / 7.14 eV
* <S²>: 6.01
* energy above the lowest of the compared OMol25 structures with the same formula, charge and spin: 0.0 kJ/mol
* largest force on an atom: 0.0779 hartree/bohr
* spin multiplicity: 5
* HOMO level (spin up / spin down): -7.6595 / -7.6679 eV

XYZ file:
```
86
Properties=species:S:1:pos:R:3:forces:R:3:mulliken_charge:R:1
Fe -0.494 0.465 0.904 -0.4107 -0.0714 0.3911 2.5504
C 2.593 -6.289 0.562 -0.0125 -0.0106 0.5978 -1.3901
C 2.701 -5.622 -0.810 0.6418 -0.0215 -0.6251 0.1658
C 2.224 -6.568 -1.937 -0.7558 -0.2325 0.4312 -0.9080
C 2.027 -5.838 -3.269 0.2691 0.2705 -0.1189 -1.0295
C 1.107 -4.646 -3.105 -0.6676 0.2048 0.2783 0.8307
C 0.208 -4.250 -4.095 0.4066 0.0863 0.3259 -0.8922
C -0.670 -3.200 -3.835 -0.0234 0.4610 0.8784 0.1718
F -1.550 -2.814 -4.789 0.1966 -0.2310 0.0655 -0.3795
C -0.697 -2.525 -2.625 -0.1097 0.0082 -0.4104 -0.6103
C 0.243 -2.815 -1.619 0.2869 -1.5875 -1.3357 0.1044
C 0.309 -2.062 -0.391 -3.0820 1.5943 1.2284 1.4553
O -0.736 -1.309 -0.063 3.0615 -2.1387 -1.4443 -0.9894
C 1.470 -2.259 0.417 0.1349 -0.7469 -1.2652 0.2939
C 2.217 -3.412 0.183 -0.5779 -0.2340 -0.6913 -0.8146
N 1.980 -4.312 -0.844 -0.0741 1.0890 0.8782 0.2305
C 1.118 -3.927 -1.874 -0.2736 0.1327 0.4359 -0.3451
C 1.918 -1.236 1.397 0.5856 1.6290 2.0454 -0.1485
O 2.760 -1.556 2.249 -0.8752 0.2418 -1.2229 -0.7476
O 1.410 -0.014 1.291 0.6865 -1.7089 -0.2665 -0.6658
H 3.132 -7.256 0.576 -0.2243 0.5114 -0.1821 0.3948
H 1.538 -6.491 0.837 0.5094 0.1849 -0.2302 0.3510
H 3.042 -5.661 1.361 -0.3231 -0.4635 -0.4813 0.4434
H 3.756 -5.357 -1.019 -0.3239 -0.2849 0.1617 0.2052
H 1.270 -7.061 -1.613 0.5648 0.5391 -0.2841 0.3548
H 2.934 -7.403 -2.053 -0.0681 0.4802 0.1343 0.4063
H 1.637 -6.525 -4.041 0.1584 0.3398 0.3419 0.4225
H 3.008 -5.463 -3.620 -0.2899 -0.2432 0.0609 0.3047
H 0.195 -4.718 -5.079 -0.0173 -0.0415 0.2872 0.4908
H -1.461 -1.771 -2.450 0.2885 0.0275 -0.0085 0.4677
H 3.046 -3.689 0.835 -0.3346 0.3742 -0.0403 0.6436
N -1.046 3.038 2.647 -0.0357 -0.7008 -0.2493 0.0951
C -1.848 3.787 1.828 0.3599 0.4814 0.6128 -0.0822
C -1.902 5.186 1.961 0.2040 -0.8282 0.1099 -0.5517
C -2.804 5.942 1.211 -0.2411 -0.3695 -0.8561 -0.8028
C -3.620 5.298 0.296 -0.3778 0.7513 0.0529 -0.7569
C -3.595 3.895 0.127 0.3588 -0.0509 0.1076 0.9417
C -4.459 3.218 -0.766 0.0332 -0.1849 -0.2524 -0.7794
C -4.343 1.856 -0.904 -0.8576 0.1680 -0.5786 -0.8782
C -3.419 1.157 -0.129 1.2215 -0.0448 0.8302 -0.4895
N -2.544 1.756 0.687 -0.6698 -0.2528 -0.5394 0.6146
C -2.649 3.112 0.847 -0.3768 0.2252 -0.1598 0.3809
H -1.272 2.032 2.762 0.2262 0.6402 0.1698 -0.1400
H -0.587 3.497 3.421 -0.1586 -0.1629 -0.1605 0.2768
H -1.238 5.659 2.691 -0.3066 -0.1548 -0.1837 0.3750
H -2.848 7.029 1.319 0.0097 -0.4094 -0.0081 0.3719
H -4.329 5.866 -0.313 0.1814 -0.1248 0.2534 0.3577
H -5.197 3.794 -1.336 0.3380 -0.2516 0.1612 0.3819
H -4.939 1.287 -1.637 0.1538 0.4283 0.5758 0.4157
H -3.379 0.059 -0.184 0.2444 0.5380 -0.0086 0.4704
Br -0.514 -0.077 9.136 -0.0036 -0.0307 0.1119 -0.2060
C -0.028 0.283 7.348 0.2169 -0.0070 -1.2823 0.0284
C 1.055 1.125 7.074 -0.3374 -0.1315 0.3877 -0.2722
C 1.412 1.328 5.744 0.0029 -0.3090 -0.2465 -0.8518
C 0.707 0.713 4.702 -0.1963 0.4290 -0.0153 -0.0061
C -0.473 -0.008 4.968 1.3734 0.3538 0.1187 0.4048
C -0.764 -0.304 6.302 -0.4497 0.1010 0.7031 -0.3900
C -1.308 -0.524 3.832 -1.1092 -1.1268 -1.1612 -0.1031
O -2.002 -1.527 4.009 0.6836 1.0366 -0.1084 -0.6994
O -1.290 0.147 2.681 0.3017 -0.2534 1.5338 -0.8287
H 1.605 1.582 7.908 -0.2375 -0.1552 -0.5150 0.3758
H 2.261 1.962 5.494 -0.0430 -0.2194 0.1316 0.3971
H 1.096 0.795 3.675 -0.4332 0.0763 0.4524 0.3334
H -1.587 -0.980 6.570 0.3040 0.4241 -0.3910 0.5058
C 1.450 0.479 -4.052 0.4055 -0.5901 0.1252 -0.8724
C 0.700 1.757 -4.411 0.1972 0.1599 -0.6981 -0.3512
C -0.734 1.851 -3.937 -0.4493 -0.0375 0.5731 -0.9277
S -1.034 2.266 -2.152 -1.3794 1.1268 -1.2549 0.6400
O -0.421 1.202 -1.328 1.1656 -0.9093 0.8910 -1.0376
C -0.102 3.840 -1.978 -0.4733 0.1696 -0.1543 -0.8789
C 1.275 3.662 -1.372 0.8307 0.1727 -0.6535 -0.4287
C 1.306 3.537 0.138 0.3508 0.0413 0.6375 -0.8185
H 2.492 0.585 -4.417 -0.4852 -0.1750 0.3513 0.3929
H 1.028 -0.414 -4.563 0.0836 0.5688 0.2909 0.2856
H 1.458 0.259 -2.962 0.0193 0.2810 -0.6581 0.0456
H 0.674 1.840 -5.515 0.0049 -0.0602 0.3674 0.4128
H 1.274 2.634 -4.093 -0.1201 -0.0911 0.0988 0.2120
H -1.271 0.893 -4.065 0.2408 0.2743 0.1460 0.4208
H -1.325 2.596 -4.502 0.3127 -0.1268 0.3751 0.4444
H -0.732 4.499 -1.342 0.2292 -0.4606 -0.3210 0.3194
H -0.090 4.276 -2.995 0.0931 -0.1667 0.4553 0.5404
H 1.897 4.527 -1.679 -0.3542 -0.2852 0.1603 0.4478
H 1.762 2.793 -1.840 -0.0863 0.1132 0.2374 0.1445
H 0.733 4.343 0.629 0.1805 -0.3055 -0.2338 0.2173
H 2.355 3.605 0.494 -0.5829 -0.0804 -0.1429 0.4392
H 0.919 2.572 0.493 0.0908 0.3372 -0.1247 0.0960
```
Positions in Å, forces in eV/Å.

---

Entry 2:
Here is a cluster of 3 separate species, C2H6N2O4 in total in a non-equilibrium geometry from OMol25. Energies are from wB97M-V/def2-TZVPD.

* Kohn-Sham gap: 5.26 eV
* charge: -2
* energy above the lowest of the compared OMol25 structures with the same formula, charge and spin: 401.6 kJ/mol
* largest force on an atom: 0.0812 hartree/bohr
* HOMO level: -0.4935 eV

XYZ file:
```
14
Properties=species:S:1:pos:R:3:forces:R:3:mulliken_charge:R:1
C -4.331 -1.124 -0.563 -1.2394 -0.8747 -0.0503 -0.1319
C -2.854 -1.170 -0.742 3.3339 1.9854 -1.5479 -0.0677
N -1.606 1.345 -0.516 1.0151 -1.0510 0.8344 0.6769
N -2.261 1.218 -1.515 -0.4577 -0.8414 0.8035 -0.7736
O -0.867 2.349 -0.143 -0.2486 -0.2189 0.2283 -0.8120
O 9.605 3.323 1.224 0.1690 0.1422 -0.0390 -1.1401
O -4.556 -0.895 0.783 -1.4313 0.1194 1.3022 -0.5341
O -2.019 -1.126 0.222 -2.2355 -1.0736 -1.3464 -0.6917
H -4.884 -0.327 -1.137 1.0402 -0.6593 0.2946 0.2058
H -4.838 -2.131 -0.889 0.9854 1.2957 0.3489 0.1440
H -2.452 -1.054 -1.809 -0.5489 -0.8385 1.3460 0.3933
H -1.453 0.412 0.245 -0.6500 2.0503 -1.7417 0.2516
H -3.776 -1.125 1.307 0.3339 0.0903 -0.4856 0.3394
H 9.326 2.488 1.612 -0.0662 -0.1258 0.0530 0.1401
```
Positions in Å, forces in eV/Å.

---

Entry 3:
Here is a cluster of 2 separate species, C2H2N2O in total in a non-equilibrium geometry from OMol25. Energies are from wB97M-V/def2-TZVPD.

* Kohn-Sham gap: 11.62 eV
* energy above the lowest of the compared OMol25 structures with the same formula, charge and spin: 468.9 kJ/mol
* largest force on an atom: 0.0960 hartree/bohr
* HOMO level: -10.9886 eV

XYZ file:
```
7
Properties=species:S:1:pos:R:3:forces:R:3:mulliken_charge:R:1
C 1.835 -0.316 0.032 -1.5011 1.1325 -1.4406 0.1118
C -0.605 1.301 0.874 0.9998 1.7732 1.7664 -0.1746
N 1.131 0.329 -0.600 0.9043 -0.2508 -0.4674 -0.4113
N -1.358 0.691 0.262 -2.4123 -1.3600 -1.3545 0.1086
O -1.988 -0.188 -0.542 -2.5651 3.7348 1.0348 -0.2718
H 2.323 -1.017 0.581 1.4075 -1.3525 1.3688 0.2968
H -1.339 -0.800 -0.607 3.1669 -3.6772 -0.9076 0.3404
```
Positions in Å, forces in eV/Å.